<w>
C3H10N2S | ωB97M-V/def2-TZVPD

* LUMO level: -2.99 eV
* gap between HOMO and LUMO: 3.6 eV
* spin multiplicity: 1

Each line ends with the Löwdin charge.
Geometry (Å):
C: -1.647 -0.572 2.444  0.030
N: -0.429 0.144 2.857  0.083
H: -1.921 -1.544 2.871  0.102
H: -2.571 0.039 2.422  0.110
H: -0.788 0.059 1.725  0.023
H: 0.183 -0.600 3.213  0.084
C: 0.127 -0.798 -0.081  -0.367
C: 0.666 -0.729 -1.562  -0.718
S: 1.167 0.947 -2.011  0.346
N: -0.795 0.307 0.176  -0.114
H: 1.008 -0.708 0.583  0.109
H: -0.386 -1.748 0.080  0.098
H: -0.037 -1.139 -2.345  0.059
H: 1.561 -1.331 -1.671  0.027
H: -1.723 0.198 -0.328  0.131
H: -0.308 1.057 -0.420  -0.005

<x>
C3H10N2S | ωB97M-V/def2-TZVPD

* LUMO level: 0.84 eV
* gap between HOMO and LUMO: 9.7 eV
* spin multiplicity: 1

Each line ends with the Löwdin charge.
Geometry (Å):
N: -1.360 -0.575 -0.234  0.024
C: -0.053 -0.010 -0.447  -0.497
C: 0.518 0.770 0.781  -0.468
S: 0.659 -0.409 2.247  0.683
C: 0.162 0.796 -1.748  -0.261
N: -0.370 0.041 -2.875  -0.009
H: -1.428 -1.350 0.399  0.057
H: -1.993 0.111 0.161  0.078
H: 0.587 -0.883 -0.591  0.124
H: -0.211 1.518 1.100  0.066
H: 1.466 1.278 0.622  0.064
H: -0.619 -0.248 2.435  -0.189
H: -0.229 1.828 -1.761  0.110
H: 1.237 0.981 -1.715  0.107
H: -1.161 -0.513 -2.562  0.048
H: 0.309 -0.585 -3.296  0.064

Relative calculated energies, zero for the most stable structure, unit kcal/mol: <w> 146.7; <x> 0.0.

<w>
C3H10N2S | ωB97M-V/def2-TZVPD

* LUMO level: 0.82 eV
* gap between HOMO and LUMO: 9.4 eV
* spin multiplicity: 1

Each line ends with the Löwdin charge.
Geometry (Å):
C: -0.100 2.007 -1.204  -0.422
S: -0.973 2.563 -2.714  0.711
C: 0.006 1.839 -4.062  -0.456
H: 0.847 2.535 -1.171  0.023
H: 0.067 0.936 -1.190  0.028
H: -0.742 2.224 -0.345  0.029
H: -0.161 2.291 -5.048  0.032
H: 1.084 1.809 -3.982  0.028
H: -0.242 0.781 -4.219  0.028
N: 0.115 -3.451 4.727  0.048
C: 0.829 -2.713 3.806  -0.393
N: 1.029 -3.226 2.668  0.047
H: -0.561 -3.059 5.370  0.084
H: -0.116 -4.330 4.284  0.082
H: 1.329 -1.792 4.096  0.107
H: 1.464 -2.726 1.911  0.026

<x>
C3H10N2S | ωB97M-V/def2-TZVPD

* LUMO level: 1.02 eV
* gap between HOMO and LUMO: 9.4 eV
* spin multiplicity: 1

Each line ends with the Löwdin charge.
Geometry (Å):
C: -0.023 3.184 1.527  -0.175
C: -0.479 1.702 1.572  -0.666
S: -1.137 1.031 0.036  0.645
H: -0.888 3.878 1.560  0.074
H: 0.626 3.457 0.692  0.059
H: 0.700 3.281 2.355  0.068
H: -1.175 1.556 2.393  0.056
H: 0.400 1.103 1.872  0.060
N: -0.218 -3.060 -2.505  0.058
C: 0.801 -2.521 -1.744  -0.382
N: 0.526 -2.030 -0.606  0.046
H: -1.030 -3.396 -2.022  0.087
H: 0.028 -3.396 -3.415  0.074
H: 1.800 -2.685 -2.180  0.116
H: 1.346 -1.877 -0.030  0.035
H: -1.277 -0.229 0.494  -0.156

Relative calculated energies, zero for the most stable structure, unit kcal/mol: <w> 5.6; <x> 0.0.

<w>
C3H10N2S | ωB97M-V/def2-TZVPD

* LUMO level: 0.75 eV
* gap between HOMO and LUMO: 8.7 eV
* spin multiplicity: 1

Each line ends with the Löwdin charge.
Geometry (Å):
C: -1.665 0.928 -0.250  -0.205
C: -1.540 -0.149 0.588  -0.236
N: -1.579 0.089 1.996  -0.028
N: -1.559 0.919 -1.650  0.017
H: -1.899 1.887 0.230  0.106
H: -1.167 -1.108 0.342  0.063
H: -0.766 -0.387 2.415  0.069
H: -2.403 -0.349 2.366  0.054
H: -0.650 0.639 -1.976  0.005
H: -1.919 1.732 -2.116  0.067
C: 2.934 -0.468 -0.129  -0.464
S: 1.646 -0.794 -1.424  0.602
H: 3.464 0.523 -0.364  0.055
H: 2.476 -0.376 0.885  0.033
H: 3.615 -1.289 -0.191  -0.005
H: 1.011 -1.798 -0.723  -0.133

<x>
C3H10N2S | ωB97M-V/def2-TZVPD

* LUMO level: 0.76 eV
* gap between HOMO and LUMO: 8.5 eV
* spin multiplicity: 1

Each line ends with the Löwdin charge.
Geometry (Å):
C: -1.449 -0.986 1.220  -0.518
C: 2.060 -0.064 -0.432  -0.210
C: 0.124 2.109 -0.663  -0.210
N: -1.449 -1.700 -0.049  -0.178
N: -0.348 -0.248 0.941  -0.412
S: 0.173 0.125 -0.585  0.966
H: -1.429 -1.668 2.179  0.111
H: -0.471 -1.744 -0.405  -0.012
H: -2.602 -0.341 1.345  0.142
H: 2.329 -1.066 -0.616  0.027
H: 2.344 0.538 -1.243  0.009
H: 2.579 0.180 0.433  0.032
H: 0.872 2.479 -1.438  0.057
H: -0.903 2.469 -0.711  0.031
H: 0.322 2.535 0.294  0.017
H: -2.152 -2.615 -0.272  0.148

Relative calculated energies, zero for the most stable structure, unit kcal/mol: <w> 0.0; <x> 98.7.

<w>
C3H10N2S | ωB97M-V/def2-TZVPD

* LUMO level: 0.96 eV
* gap between HOMO and LUMO: 9.8 eV
* spin multiplicity: 1

Each line ends with the Löwdin charge.
Geometry (Å):
C: 1.374 1.412 -0.345  -0.090
C: 0.930 0.002 0.009  -0.313
C: -1.433 0.412 0.607  -0.532
N: -0.572 -1.715 -0.335  -0.011
N: -0.424 -0.272 -0.297  -0.328
S: -3.071 0.107 -0.173  0.660
H: 0.612 1.957 0.178  0.039
H: 2.218 1.774 0.175  0.052
H: 1.665 1.652 -1.383  0.090
H: 1.548 -0.638 -0.728  0.142
H: 1.153 -0.155 1.040  0.100
H: -1.071 1.473 0.629  0.074
H: -1.452 -0.072 1.592  0.064
H: -0.482 -2.101 0.579  0.052
H: -1.348 -2.110 -0.975  0.104
H: -3.035 1.318 -0.907  -0.103

<x>
C3H10N2S | ωB97M-V/def2-TZVPD

* LUMO level: 0.93 eV
* gap between HOMO and LUMO: 9.5 eV
* spin multiplicity: 1

Each line ends with the Löwdin charge.
Geometry (Å):
C: 1.503 -0.582 0.868  -0.423
S: 0.524 0.931 0.724  0.705
C: 1.842 2.181 0.692  -0.423
H: 2.209 -0.467 1.689  0.033
H: 2.031 -0.788 -0.063  0.038
H: 0.831 -1.408 1.078  0.008
H: 1.431 3.155 0.442  0.028
H: 2.332 2.248 1.662  0.030
H: 2.543 1.886 -0.087  0.032
N: -1.749 -2.003 -0.232  0.061
C: -1.843 -0.850 -0.982  -0.442
N: -1.425 -0.804 -2.182  0.054
H: -1.656 -1.813 0.759  0.075
H: -1.106 -2.695 -0.596  0.090
H: -2.336 -0.024 -0.466  0.104
H: -1.835 -0.014 -2.671  0.030

Relative calculated energies, zero for the most stable structure, unit kcal/mol: <w> 46.0; <x> 0.0.

<w>
C21H32N4O3 | ωB97M-V/def2-TZVPD

* LUMO level: 0.60 eV
* gap between HOMO and LUMO: 8.4 eV
* spin multiplicity: 1

Each line ends with the Löwdin charge.
Geometry (Å):
C: 2.326 0.419 -3.188  -0.050
C: 2.196 1.156 -1.889  -0.286
C: 1.996 0.466 -0.705  0.018
C: 1.855 1.117 0.520  -0.109
C: 1.975 2.514 0.533  -0.216
C: 2.162 3.210 -0.656  -0.010
C: 2.259 2.544 -1.858  -0.047
H: 2.398 3.101 -2.773  0.115
H: 2.230 4.285 -0.599  0.122
O: 1.916 3.273 1.672  -0.027
C: 2.021 2.519 2.848  -0.155
C: 1.091 1.311 2.793  -0.108
N: 1.523 0.432 1.720  0.027
C: 1.480 -0.929 1.843  -0.410
O: 1.937 -1.692 1.014  0.058
C: 0.810 -1.471 3.101  -0.093
H: -0.125 -0.942 3.295  0.121
C: 0.486 -2.957 2.922  -0.090
C: -0.678 -3.080 1.944  -0.507
O: -1.789 -2.671 2.228  0.042
N: -0.377 -3.666 0.773  0.073
H: 0.594 -3.830 0.553  0.137
C: -1.324 -3.799 -0.313  -0.171
C: -0.872 -3.030 -1.554  -0.148
H: 0.125 -3.371 -1.842  0.108
C: -0.838 -1.516 -1.314  -0.192
N: -2.184 -0.963 -1.312  -0.156
C: -2.445 -0.023 -2.384  -0.169
C: -1.798 1.348 -2.147  -0.180
N: -2.276 1.899 -0.892  -0.217
C: -1.750 3.226 -0.658  -0.090
H: -0.650 3.244 -0.586  0.075
H: -2.054 3.877 -1.477  0.084
H: -2.168 3.616 0.270  0.084
C: -1.957 0.994 0.198  -0.178
C: -2.606 -0.371 -0.057  -0.155
H: -3.689 -0.234 -0.110  0.125
H: -2.386 -1.055 0.764  0.094
H: -0.861 0.873 0.301  0.107
H: -2.348 1.417 1.126  0.121
H: -0.695 1.251 -2.144  0.110
H: -2.077 2.030 -2.953  0.121
H: -3.529 0.112 -2.445  0.121
H: -2.094 -0.447 -3.327  0.119
H: -0.337 -1.327 -0.362  0.099
H: -0.234 -1.053 -2.100  0.107
H: -1.561 -3.244 -2.371  0.113
H: -1.436 -4.863 -0.556  0.118
H: -2.280 -3.412 0.041  0.119
H: 1.364 -3.495 2.567  0.112
H: 0.165 -3.369 3.879  0.125
H: 1.483 -1.342 3.953  0.127
H: 1.131 0.798 3.751  0.118
H: 0.066 1.656 2.607  0.138
H: 1.747 3.185 3.669  0.133
H: 3.057 2.176 2.988  0.141
H: 1.950 -0.608 -0.733  0.096
H: 1.474 0.634 -3.834  0.078
H: 2.375 -0.654 -3.023  0.075
H: 3.226 0.733 -3.714  0.080

<x>
C21H32N4O3 | ωB97M-V/def2-TZVPD

* LUMO level: 0.70 eV
* gap between HOMO and LUMO: 10.1 eV
* spin multiplicity: 1

Each line ends with the Löwdin charge.
Geometry (Å):
C: 3.308 5.640 -3.694  -0.121
C: 3.420 4.236 -3.115  -0.281
C: 2.070 3.657 -2.711  -0.241
C: 2.168 2.253 -2.131  -0.218
C: 0.804 1.691 -1.728  -0.209
C: 0.873 0.291 -1.170  -0.108
C: 1.562 -0.055 -0.089  -0.099
C: 1.666 -1.470 0.397  -0.103
C: 1.568 -1.558 1.919  -0.456
O: 2.036 -0.668 2.610  0.056
N: 0.984 -2.662 2.460  -0.046
C: 0.916 -2.770 3.919  -0.124
C: -0.354 -3.479 4.374  -0.137
C: -1.598 -2.816 3.846  -0.188
C: -2.762 -3.589 3.329  -0.024
C: -1.914 -2.821 2.351  -0.273
C: -2.501 -1.493 1.950  -0.414
O: -3.574 -1.101 2.375  0.073
N: -1.727 -0.719 1.138  0.105
C: -2.123 0.614 0.774  -0.065
C: -2.362 0.773 -0.694  -0.349
N: -2.558 1.876 -1.336  0.198
C: -2.699 1.437 -2.633  -0.425
C: -2.933 2.351 -3.779  -0.015
N: -2.592 0.151 -2.775  0.144
O: -2.373 -0.306 -1.470  0.015
C: -1.057 -3.570 1.333  -0.074
C: 0.429 -3.761 1.690  -0.139
H: 4.283 6.038 -3.976  0.067
H: 2.675 5.646 -4.584  0.070
H: 2.864 6.327 -2.969  0.071
H: 3.892 3.572 -3.845  0.108
H: 4.080 4.248 -2.242  0.108
H: 1.596 4.320 -1.978  0.119
H: 1.407 3.644 -3.584  0.115
H: 2.634 1.583 -2.861  0.121
H: 2.828 2.262 -1.258  0.113
H: 0.345 2.363 -0.997  0.114
H: 0.145 1.698 -2.599  0.100
H: 0.349 -0.486 -1.725  0.110
H: 2.098 0.686 0.495  0.119
H: 0.932 -2.089 -0.120  0.095
H: 2.650 -1.881 0.144  0.138
H: 1.800 -3.297 4.294  0.131
H: 0.953 -1.757 4.316  0.123
H: -0.339 -4.534 4.093  0.110
H: -0.374 -3.465 5.466  0.124
H: -1.846 -1.878 4.331  0.152
H: -2.660 -4.667 3.291  0.117
H: -3.756 -3.210 3.515  0.110
H: -0.804 -1.023 0.879  0.101
H: -3.046 0.841 1.308  0.135
H: -1.371 1.348 1.069  0.138
H: -3.009 1.785 -4.704  0.080
H: -3.851 2.916 -3.620  0.084
H: -2.112 3.064 -3.854  0.078
H: -1.493 -4.554 1.143  0.122
H: -1.126 -3.043 0.378  0.108
H: 1.010 -3.915 0.782  0.117
H: 0.566 -4.671 2.272  0.119

<y>
C21H32N4O3 | ωB97M-V/def2-TZVPD

* LUMO level: 0.75 eV
* gap between HOMO and LUMO: 10.1 eV
* spin multiplicity: 1

Each line ends with the Löwdin charge.
Geometry (Å):
C: 1.807 6.110 -0.431  -0.120
C: 2.074 4.612 -0.487  -0.280
C: 0.963 3.791 0.154  -0.242
C: 1.218 2.291 0.104  -0.220
C: 0.090 1.477 0.740  -0.206
C: 0.321 0.001 0.612  -0.113
C: 0.802 -0.774 1.575  -0.090
C: 1.101 -2.231 1.388  -0.102
C: 0.449 -3.075 2.480  -0.460
O: 0.211 -2.599 3.578  0.058
N: 0.136 -4.368 2.180  -0.050
C: -0.475 -5.184 3.230  -0.128
C: -1.339 -6.299 2.653  -0.139
C: -2.404 -5.787 1.718  -0.188
C: -2.722 -6.481 0.431  -0.022
C: -2.041 -5.146 0.384  -0.288
C: -2.954 -3.991 0.054  -0.427
O: -4.028 -4.117 -0.502  0.087
N: -2.487 -2.774 0.461  0.100
C: -3.167 -1.554 0.118  -0.064
C: -2.477 -0.804 -0.977  -0.346
N: -2.544 0.461 -1.232  0.196
C: -1.707 0.583 -2.319  -0.418
C: -1.419 1.881 -2.980  -0.005
N: -1.166 -0.533 -2.703  0.144
O: -1.685 -1.474 -1.809  0.015
C: -0.606 -5.006 -0.121  -0.072
C: 0.504 -5.033 0.941  -0.137
H: 2.611 6.680 -0.898  0.067
H: 0.878 6.361 -0.948  0.070
H: 1.711 6.452 0.601  0.071
H: 2.197 4.297 -1.528  0.107
H: 3.021 4.386 0.013  0.108
H: 0.835 4.103 1.197  0.119
H: 0.012 4.017 -0.344  0.108
H: 1.349 1.977 -0.939  0.114
H: 2.158 2.056 0.611  0.119
H: 0.010 1.741 1.798  0.119
H: -0.862 1.744 0.273  0.093
H: 0.175 -0.429 -0.378  0.097
H: 0.975 -0.370 2.567  0.117
H: 0.794 -2.542 0.389  0.100
H: 2.181 -2.409 1.459  0.135
H: 0.301 -5.604 3.878  0.132
H: -1.074 -4.516 3.848  0.123
H: -0.726 -7.048 2.148  0.109
H: -1.814 -6.820 3.487  0.123
H: -3.244 -5.313 2.215  0.152
H: -2.106 -7.335 0.175  0.117
H: -3.747 -6.520 0.092  0.111
H: -1.635 -2.728 0.995  0.125
H: -4.172 -1.823 -0.210  0.136
H: -3.251 -0.886 0.975  0.138
H: -0.736 1.735 -3.813  0.083
H: -2.344 2.330 -3.341  0.086
H: -0.972 2.569 -2.261  0.066
H: -0.400 -5.781 -0.862  0.125
H: -0.539 -4.059 -0.663  0.105
H: 1.408 -4.583 0.533  0.118
H: 0.778 -6.059 1.185  0.120

Relative calculated energies, zero for the most stable structure, unit kcal/mol: <w> 0.0; <x> 32.9; <y> 30.8.

<w>
C2H16NO5 | ωB97M-V/def2-TZVPD

* LUMO level: -2.85 eV
* gap between HOMO and LUMO: 11.1 eV
* spin multiplicity: 1
* net charge: +1

Each line ends with the Löwdin charge.
Geometry (Å):
C: 0.018 -2.293 1.624  -0.175
C: 1.121 -1.869 2.196  0.041
N: -1.137 -1.407 1.415  0.066
H: -0.189 -3.338 1.406  0.119
H: 1.936 -2.541 2.432  0.069
H: 1.472 -0.924 2.611  0.076
H: -0.882 -0.216 1.812  0.094
H: -1.220 -1.364 0.372  0.078
H: -2.040 -1.745 1.735  0.142
H: 1.336 -1.460 -2.732  0.069
H: 0.847 -0.030 -3.127  0.058
O: 1.257 -0.551 -2.439  -0.034
H: -1.671 1.276 1.919  0.124
H: -0.419 1.428 1.032  0.073
O: -0.720 1.038 1.905  0.039
H: 0.000 2.478 -1.084  0.024
H: -1.282 3.007 -0.543  0.087
O: -0.736 2.210 -0.473  -0.067
H: -0.340 -0.953 -1.604  0.023
H: -1.313 0.187 -1.354  0.041
O: -1.263 -0.786 -1.296  -0.071
H: 1.955 1.966 -1.530  0.067
H: 1.880 3.352 -2.212  0.084
O: 1.390 2.535 -2.065  -0.026

<x>
C2H16NO5 | ωB97M-V/def2-TZVPD

* LUMO level: -4.67 eV
* gap between HOMO and LUMO: 9.5 eV
* spin multiplicity: 1
* net charge: +1

Each line ends with the Löwdin charge.
Geometry (Å):
C: -1.415 3.373 0.831  -0.016
C: -2.601 1.517 1.790  0.195
N: -1.728 1.979 0.985  -0.004
H: -1.669 3.783 -0.135  0.110
H: -0.332 3.523 0.809  0.109
H: -1.814 4.027 1.601  0.109
H: -3.044 2.254 2.444  0.128
H: -2.786 0.457 1.713  0.122
H: -1.276 1.309 0.351  0.141
H: -0.537 -1.287 0.250  0.039
H: 0.304 -0.663 1.352  0.060
O: -0.491 -0.511 0.827  -0.047
H: 2.697 -0.781 0.151  -0.004
H: 2.771 -2.042 -0.767  0.057
O: 2.359 -1.680 0.023  -0.059
H: 0.761 -3.540 -0.343  0.016
H: -0.042 -4.650 -0.902  0.053
O: -0.018 -3.684 -0.893  -0.055
H: 3.234 1.658 -1.029  0.072
H: 2.149 1.061 -0.250  0.041
O: 3.080 0.888 -0.465  -0.045
H: -0.794 -1.461 -2.757  0.045
H: 0.270 -0.944 -1.787  -0.004
O: -0.373 -0.649 -2.446  -0.063

Relative calculated energies, zero for the most stable structure, unit kcal/mol: <w> 0.0; <x> 11.5.